(1)
Entry from the OMol25 dataset: a molecular structure, C43H58AsGaIN2PSi3 (ωB97M-V with the def2-TZVPD basis set).

The geometry in XYZ format:
```
110
Properties=species:S:1:pos:R:3:forces:R:3:lowdin_charge:R:1
Ga -0.05002 0.60697 0.25497 -0.03 -0.01 -0.02 0.0922
I 0.88207 2.77537 1.59178 0.03 0.04 0.03 1.2673
C -0.91020 2.65720 2.70055 -0.03 0.00 0.03 -0.5475
C -1.09457 3.58849 3.67714 0.00 0.01 0.01 -0.1262
C -2.28150 3.55429 4.44039 -0.02 -0.04 -0.02 -0.0468
C -3.21621 2.59183 4.19722 0.05 0.03 -0.01 -0.0029
C -3.02020 1.61667 3.18703 -0.05 0.02 0.03 -0.1487
C -3.99272 0.61231 2.95593 0.01 -0.02 -0.02 -0.0014
C -3.79879 -0.34150 2.00149 0.00 0.02 0.02 -0.0398
C -2.62311 -0.32402 1.22146 -0.02 0.00 0.00 -0.1055
C -1.65861 0.64025 1.38678 0.03 -0.04 0.00 -0.2912
C -1.84095 1.62938 2.39534 0.05 0.02 -0.01 -0.2705
H -0.35173 4.34958 3.87462 0.00 0.00 0.00 0.1040
H -2.43481 4.29436 5.21336 0.00 0.00 0.00 0.1197
H -4.12836 2.55659 4.77932 0.00 0.00 0.00 0.1265
H -4.89066 0.61511 3.56111 0.00 0.00 0.00 0.1257
H -4.53994 -1.11232 1.83688 0.00 0.00 0.00 0.1168
H -2.49804 -1.10513 0.47895 0.00 0.01 0.01 0.0822
N -0.19914 -4.85296 -2.62863 0.01 -0.04 0.07 0.1708
C -0.08153 -5.96202 -2.94959 -0.02 0.03 -0.15 -0.2668
N 0.06594 -7.21572 -3.31696 0.01 -0.01 0.06 -0.1025
C -1.09515 -8.11779 -3.30277 0.00 0.00 0.00 -0.1366
C -1.77230 -8.15824 -4.67652 0.00 0.00 0.00 -0.1622
C -0.73998 -7.95130 -5.79775 0.00 0.00 0.00 -0.1846
C 0.63268 -8.45616 -5.36439 0.00 0.00 0.00 -0.1771
C 1.16907 -7.58227 -4.23003 -0.01 0.00 0.00 -0.1347
H -1.77433 -7.79190 -2.51759 0.00 0.00 0.00 0.1239
H -0.72576 -9.10332 -3.01814 0.00 0.00 0.00 0.1258
H -2.54950 -7.39522 -4.73767 0.00 0.00 0.00 0.1087
H -2.26797 -9.12422 -4.78720 0.00 0.00 0.00 0.1157
H -0.66195 -6.88683 -6.03822 0.00 0.00 0.00 0.1130
H -1.06654 -8.45156 -6.70820 0.00 0.00 0.00 0.1140
H 1.34532 -8.43173 -6.18859 0.00 0.00 0.00 0.1179
H 0.56445 -9.49807 -5.04332 0.00 0.00 0.00 0.1181
H 1.58361 -6.65836 -4.63528 0.00 0.00 0.00 0.1227
H 1.95375 -8.09169 -3.66724 0.00 0.00 0.00 0.1211
C -0.95772 4.70613 -1.53082 0.01 -0.01 -0.01 -0.1995
Si -1.78884 3.12154 -2.08042 -0.04 0.02 0.01 0.3446
C -3.15411 2.66406 -0.90425 0.01 -0.03 -0.01 -0.1894
C -2.40780 3.22243 -3.83123 -0.01 -0.02 0.01 -0.1998
As -0.13444 1.35553 -2.05910 0.04 0.04 -0.03 0.8525
Si 1.89684 2.30622 -2.93218 0.02 0.02 -0.03 0.3296
C 2.85964 3.02276 -1.50311 -0.03 0.00 0.01 -0.2242
C 2.84345 0.97922 -3.82598 0.00 0.01 0.03 -0.1936
C 1.35847 3.62268 -4.13167 0.01 0.01 0.02 -0.1924
Si -0.75255 -0.49020 -3.47618 -0.03 -0.02 0.00 0.3358
C -2.35093 -1.12197 -2.75877 0.01 -0.01 -0.03 -0.1881
C 0.64854 -1.70658 -3.38265 0.01 0.00 0.03 -0.2020
C -0.93606 0.16899 -5.20606 0.03 0.01 0.01 -0.1892
H -0.78144 5.37268 -2.37618 0.00 0.00 0.01 0.0369
H -0.00968 4.55140 -1.01565 0.01 -0.01 0.00 -0.0125
H -1.62225 5.22612 -0.83654 0.00 0.00 -0.01 0.0469
H -3.98712 3.34992 -1.08544 0.00 0.00 0.00 0.0550
H -2.84830 2.78291 0.13566 -0.01 0.00 0.01 0.0245
H -3.52256 1.64593 -1.03586 0.00 0.00 -0.01 0.0313
H -3.04953 4.10378 -3.91787 0.00 0.00 0.00 0.0527
H -3.01027 2.35162 -4.09406 -0.01 0.00 0.00 0.0311
H -1.60537 3.32563 -4.56164 0.00 0.01 0.00 0.0229
H 3.07284 2.27873 -0.73217 0.00 0.02 0.00 -0.0071
H 2.32958 3.86270 -1.05010 0.01 0.00 0.02 0.0059
H 3.82005 3.40178 -1.86147 -0.01 0.00 -0.03 0.0522
H 3.04529 0.10298 -3.21093 -0.01 0.00 -0.01 0.0051
H 3.80206 1.40145 -4.14138 0.00 0.00 0.00 0.0539
H 2.31732 0.66134 -4.72745 0.01 -0.01 0.00 0.0304
H 0.82029 4.44080 -3.65321 0.02 -0.02 -0.01 0.0191
H 0.73538 3.21468 -4.92930 0.01 -0.01 0.00 0.0296
H 2.25195 4.04437 -4.60072 0.00 0.01 0.00 0.0538
H -2.21099 -1.54300 -1.76111 0.01 0.00 -0.01 0.0034
H -2.74022 -1.92023 -3.39623 0.00 0.00 0.01 0.0522
H -3.10914 -0.33846 -2.70149 0.00 0.00 -0.01 0.0312
H 1.12704 -1.74617 -2.40207 0.00 0.01 -0.01 0.0040
H 1.41836 -1.46567 -4.11568 0.00 0.00 -0.02 0.0323
H 0.27155 -2.71094 -3.59050 -0.01 -0.01 0.00 0.0082
H -1.79836 0.81957 -5.33933 -0.01 0.01 0.01 0.0223
H -1.05297 -0.68380 -5.88100 -0.01 0.00 0.00 0.0521
H -0.04156 0.70866 -5.52450 -0.01 0.00 -0.01 0.0257
C 3.03878 -0.27307 5.08772 -0.01 0.00 0.01 -0.0453
C 1.70444 0.00911 4.81629 0.03 0.00 0.00 -0.0520
C 1.17641 -0.28791 3.57248 0.01 0.01 -0.01 -0.1413
C 1.98406 -0.87790 2.59405 -0.12 0.00 0.08 -0.3613
C 3.31710 -1.16492 2.87087 0.01 0.00 -0.03 -0.0560
C 3.83992 -0.85879 4.11998 0.02 0.00 -0.02 -0.0472
P 1.25235 -1.26286 0.99587 0.01 -0.04 -0.07 1.0340
C 2.54865 -1.83610 -0.10746 0.03 0.03 -0.01 -0.3801
C 2.66661 -3.17142 -0.48298 0.01 -0.01 0.03 -0.0655
C 3.70849 -3.55772 -1.31471 0.00 0.01 0.00 -0.0427
C 4.63528 -2.62446 -1.75480 0.00 -0.01 0.00 -0.0434
C 4.52478 -1.29245 -1.37180 0.00 0.01 -0.01 -0.0692
C 3.47633 -0.89576 -0.56012 -0.01 -0.01 0.01 -0.1135
C 0.00611 -2.54896 1.19210 0.02 0.01 0.04 -0.3580
C -0.45938 -2.91391 2.45300 -0.01 -0.03 0.01 -0.0604
C -1.51860 -3.80288 2.56266 0.00 0.00 -0.01 -0.0485
C -2.10788 -4.33065 1.42239 0.02 0.00 0.00 -0.0477
C -1.62759 -3.98597 0.16513 -0.02 -0.01 0.00 -0.0707
C -0.57688 -3.09168 0.04591 -0.01 0.02 -0.03 -0.1352
H 3.45212 -0.04026 6.05990 0.00 0.00 0.00 0.1181
H 1.07671 0.45657 5.57551 0.00 0.00 0.00 0.1178
H 0.13011 -0.08076 3.37139 0.02 0.02 -0.01 0.0933
H 3.94641 -1.62748 2.12189 0.01 -0.01 0.00 0.1096
H 4.87534 -1.08484 4.33555 0.00 0.00 0.00 0.1177
H 1.95311 -3.90870 -0.13967 -0.01 0.01 0.00 0.1110
H 3.79657 -4.59396 -1.61134 0.00 0.00 0.00 0.1165
H 5.45054 -2.93334 -2.39542 0.00 0.00 0.00 0.1178
H 5.25490 -0.56786 -1.70781 0.00 0.00 0.00 0.1179
H 3.39124 0.14324 -0.25556 0.01 -0.03 0.00 0.0942
H -0.00125 -2.51480 3.34760 -0.01 -0.02 -0.01 0.1036
H -1.87861 -4.08766 3.54213 0.00 0.00 0.00 0.1170
H -2.93146 -5.02631 1.51529 0.00 0.00 0.00 0.1155
H -2.04829 -4.42116 -0.73119 0.00 0.00 0.01 0.0981
H -0.20099 -2.86599 -0.94601 0.00 0.01 0.02 0.0675
```
Forces are in eV/Å.

Calculated values
Energy relative to the best compared isomer or geometry (same formula, charge and spin), kJ/mol: 0.0
M, g mol⁻¹: 989.73
HOMO level, eV: -12.801
F_max, eV Å⁻¹: 0.15
LUMO, eV: -4.70
Net charge: +2
Energy, Ha: -7450.6280

=====

(2)
Entry from the OMol25 dataset: a molecular structure, C43H59AsInN5SSe4 (ωB97M-V with the def2-TZVPD basis set).

The geometry in XYZ format:
```
114
Properties=species:S:1:pos:R:3:forces:R:3:lowdin_charge:R:1
In 0.17619 -0.14995 -0.05906 0.15 0.74 -0.92 0.4488
C 2.26889 5.82318 -2.86116 0.06 0.06 0.07 -0.0957
C 2.06927 5.38901 -1.40508 -0.14 -0.08 -0.11 -0.1888
C 1.10365 4.25100 -1.27996 0.08 -0.02 0.01 -0.1512
C -0.23995 4.31209 -1.13675 -0.03 0.02 -0.04 -0.1180
C -1.08717 5.54722 -1.07818 0.14 -0.03 0.24 -0.1813
C -1.01461 6.24297 0.28848 -0.14 -0.11 0.05 -0.0999
C -0.69635 2.92602 -1.09275 -0.19 -0.05 -0.19 -0.2379
C -2.00897 2.51577 -1.16030 0.06 0.11 0.02 0.0732
C -2.42460 1.20730 -1.43718 -0.11 -0.06 0.05 -0.2112
C -3.68364 0.86572 -2.05743 0.03 0.10 -0.03 -0.1273
C -4.78412 1.82457 -2.39991 -0.04 -0.14 0.23 -0.2005
C -5.83041 1.91406 -1.28242 0.01 0.08 -0.10 -0.0893
C -3.63473 -0.46989 -2.32571 0.10 -0.01 -0.02 -0.1332
C -2.35999 -0.93991 -1.84201 -0.19 -0.02 0.09 -0.2400
C -1.94857 -2.26626 -1.89958 0.09 0.02 0.05 0.0243
C -0.71047 -2.78912 -1.56596 0.03 0.02 -0.03 -0.2316
N 0.36348 -2.05956 -1.13052 -0.22 -0.01 -0.10 0.0558
C 1.43976 -2.87911 -1.13323 -0.07 0.00 0.02 -0.2637
C 2.75752 -2.44964 -0.95054 0.07 0.00 -0.06 0.0220
C 3.18954 -1.13185 -0.97302 -0.04 -0.09 0.18 -0.2431
N 2.39591 -0.02916 -0.86872 -0.17 -0.28 -0.38 0.0832
C 3.15623 1.03080 -1.26238 0.11 0.04 0.28 -0.2302
C 2.75319 2.34270 -1.38604 0.03 0.07 -0.12 0.0142
C 1.45304 2.83417 -1.28587 -0.04 0.01 0.05 -0.2854
N 0.35599 2.06887 -1.19538 0.20 -0.18 0.35 0.0711
C 4.51928 0.59135 -1.53832 -0.04 0.02 -0.03 -0.1341
C 4.54744 -0.74652 -1.33553 -0.03 -0.05 0.00 -0.1364
C 5.71986 -1.66414 -1.49800 0.00 0.11 0.16 -0.1962
C 6.54673 -1.75185 -0.20979 -0.01 -0.06 -0.08 -0.0877
C 5.60830 1.45015 -2.10458 -0.12 -0.03 -0.01 -0.1965
C 5.44385 1.64196 -3.61641 0.04 0.03 0.02 -0.0925
C 1.03782 -4.21059 -1.52745 0.06 0.04 -0.04 -0.1368
C -0.30292 -4.15310 -1.78281 -0.05 -0.03 0.12 -0.1395
C -1.21155 -5.26420 -2.21416 0.11 0.14 -0.17 -0.1904
C -1.38249 -5.32755 -3.73634 -0.03 -0.06 0.05 -0.0916
C 1.95296 -5.38180 -1.72699 -0.04 0.00 0.13 -0.1929
C 2.37611 -6.07646 -0.42875 0.04 -0.01 -0.09 -0.0955
N -1.65565 0.10271 -1.31412 0.15 -0.30 -0.15 0.0633
C -4.62213 -1.29590 -3.08890 0.13 -0.01 0.02 -0.1910
C -4.16978 -1.52569 -4.53600 -0.05 0.02 0.04 -0.0925
H 2.96695 6.66244 -2.92971 0.00 -0.02 -0.02 0.0615
H 2.66214 4.99880 -3.45949 -0.02 0.00 -0.01 0.0664
H 1.31976 6.13520 -3.30090 0.01 -0.03 -0.02 0.0646
H 3.03045 5.10248 -0.97294 -0.02 0.04 0.06 0.1038
H 1.69704 6.23116 -0.81876 0.06 0.03 0.00 0.1009
H -0.75781 6.22921 -1.86927 -0.04 0.03 0.01 0.0987
H -2.12975 5.29709 -1.28504 0.02 0.03 -0.10 0.0955
H 0.01429 6.33671 0.63850 0.00 0.05 -0.05 0.0670
H -1.47120 7.23544 0.24403 0.03 -0.01 0.01 0.0661
H -1.53962 5.66419 1.05142 0.04 0.02 -0.01 0.0010
H -2.77379 3.27937 -1.10092 -0.01 -0.01 -0.10 0.1089
H -4.36587 2.81545 -2.58605 -0.01 0.00 -0.07 0.0995
H -5.26552 1.49921 -3.32648 -0.01 0.06 -0.02 0.0998
H -5.37240 2.26859 -0.35812 -0.01 -0.04 0.01 0.0796
H -6.63469 2.60386 -1.55252 -0.01 -0.02 0.02 0.0619
H -6.26340 0.93188 -1.08705 0.01 0.01 0.04 0.0721
H -2.67368 -2.97202 -2.28438 -0.03 0.00 0.06 0.1021
H 3.52284 -3.21608 -0.98222 -0.01 0.00 -0.06 0.0984
H 3.53519 3.06903 -1.57294 -0.02 0.00 0.00 0.1008
H 5.38232 -2.66299 -1.77969 0.01 0.01 -0.06 0.0959
H 6.35170 -1.30010 -2.31303 0.02 -0.05 -0.02 0.1014
H 5.93130 -2.12324 0.61156 0.01 0.03 0.01 0.0684
H 7.40206 -2.42147 -0.33315 0.00 0.00 0.02 0.0624
H 6.91642 -0.76473 0.07208 -0.01 -0.01 0.03 0.0716
H 5.60492 2.42598 -1.61292 0.07 -0.01 0.02 0.1053
H 6.57841 0.98997 -1.90106 0.02 0.04 0.04 0.0987
H 4.47904 2.09960 -3.83856 0.00 -0.01 0.00 0.0686
H 6.23157 2.28043 -4.02530 -0.01 -0.01 0.00 0.0628
H 5.47976 0.67745 -4.12701 -0.01 0.01 -0.01 0.0713
H -0.80547 -6.21360 -1.85662 -0.05 -0.02 0.03 0.1044
H -2.18408 -5.13030 -1.73528 0.00 -0.05 0.03 0.1084
H -0.42183 -5.50963 -4.22305 0.00 0.03 -0.01 0.0687
H -2.06900 -6.12842 -4.02326 0.01 0.01 -0.01 0.0641
H -1.77694 -4.38544 -4.12012 0.02 0.00 0.00 0.0606
H 1.45668 -6.10968 -2.37430 0.01 0.01 -0.02 0.0981
H 2.84696 -5.04831 -2.26255 0.00 -0.03 -0.04 0.1060
H 1.50133 -6.37298 0.15213 0.01 0.01 0.02 0.0720
H 2.97103 -6.96841 -0.64276 -0.01 -0.01 0.01 0.0633
H 2.97992 -5.41237 0.19104 -0.03 0.00 0.03 0.0607
H -4.75104 -2.25720 -2.58394 -0.09 0.02 0.02 0.1039
H -5.59370 -0.79698 -3.08820 -0.03 -0.04 0.05 0.1007
H -3.20267 -2.03014 -4.55855 0.00 0.00 -0.01 0.0599
H -4.89058 -2.13249 -5.09019 0.00 0.00 0.00 0.0623
H -4.05278 -0.56910 -5.04972 0.00 -0.02 -0.02 0.0724
Se -0.55725 3.47111 2.95052 -1.46 2.00 0.86 -0.2772
Se -2.05471 4.94382 3.97221 0.30 -0.23 -0.23 -0.3502
Se 1.89385 2.81759 2.07173 0.94 0.43 -0.21 0.0331
Se 0.32164 1.22551 2.10140 -0.05 -1.46 0.11 -0.0215
S -3.95626 -3.04172 0.95756 0.25 0.18 -0.08 0.3931
C -2.65891 -2.02907 1.14817 -0.27 -0.31 0.24 -0.9575
N -1.72923 -1.34513 1.33194 -0.07 0.15 -0.25 0.0003
C 3.68185 -0.45212 2.75624 0.04 -0.06 0.03 -0.1865
C 2.95879 -1.78916 2.68136 0.05 -0.12 0.06 -0.4164
As 1.02715 -1.79116 2.22235 0.95 -0.98 0.17 1.1194
C 1.01700 -3.77536 2.13110 -0.18 -0.18 0.19 -0.4103
C -0.35962 -4.43913 2.05288 0.10 0.03 -0.07 -0.1641
C 0.32683 -1.57281 4.04724 -0.25 -0.10 0.23 -0.4287
C 0.53588 -2.73493 5.01690 -0.01 0.06 -0.03 -0.1762
H 4.70880 -0.59463 3.11343 -0.01 -0.02 -0.04 0.0601
H 3.19410 0.23855 3.44401 -0.05 0.08 -0.09 0.0352
H 3.73499 0.02822 1.77818 -0.10 0.08 0.02 0.0433
H 3.04372 -2.31963 3.63511 0.03 -0.03 -0.01 0.0476
H 3.42134 -2.42779 1.92258 0.00 -0.01 0.00 0.0432
H 1.56203 -4.13729 3.00839 -0.01 0.05 0.04 0.0524
H 1.62373 -4.05755 1.27188 -0.05 0.13 -0.07 0.0192
H -1.06272 -4.03129 2.78060 -0.01 0.05 -0.03 0.0520
H -0.28116 -5.51447 2.24658 0.01 -0.01 -0.04 0.0618
H -0.81473 -4.31153 1.06967 -0.02 0.08 0.02 0.0466
H -0.73778 -1.35938 3.94544 0.00 0.06 -0.06 0.0555
H 0.78781 -0.67283 4.45419 0.02 0.08 -0.16 0.0468
H 0.02677 -3.64300 4.69460 0.00 0.00 -0.01 0.0486
H 0.13412 -2.46717 5.99801 0.02 0.00 0.01 0.0645
H 1.59334 -2.97315 5.15332 0.00 -0.01 -0.01 0.0514
```
Forces are in eV/Å.

Calculated values
Energy relative to the best compared isomer or geometry (same formula, charge and spin), kJ/mol: 105.7
M, g mol⁻¹: 1183.63
HOMO level, eV: -0.868
F_max, eV Å⁻¹: 2.62
LUMO, eV: 3.49
Net charge: -2
Energy, Ha: -14377.6777